(P)
Molecular formula: C5H8N2
Method: DFT, ωB97M-V with the def2-TZVPD basis set

CARTESIAN COORDINATES (ANGSTROEM)
C (-0.5873, -0.4912, -0.0611)
H (-1.5492, -1.8059, 1.3396)
H (-2.2051, -0.1638, 1.3294)
H (-0.9984, 1.7079, -0.5981)
H (-0.0994, -1.2631, -0.6605)
H (-2.6114, -1.2991, 0.0170)
H (2.2003, 1.1135, 1.1184)
C (-1.8168, -0.9603, 0.6889)
N (1.0307, 0.7908, -1.4934)
C (1.7134, 0.3038, 0.5554)
C (-0.2649, 0.8739, -0.5717)
C (2.1472, 0.4185, -0.9098)
H (0.7752, 0.9642, -2.4513)
H (2.0105, -0.6413, 1.0225)
N (0.2552, 0.4521, 0.6749)

The calculation puts the orbital gap at 9.548 eV. As for the spin multiplicity: 1.

(Q)
Molecular formula: C5H8N2
Method: DFT, ωB97M-V with the def2-TZVPD basis set

CARTESIAN COORDINATES (ANGSTROEM)
H (-0.6929, -1.0884, 1.6673)
H (-0.4630, 2.3637, 0.5478)
H (1.9214, -0.1169, 0.5591)
H (-1.8028, -0.9948, 0.2621)
N (-0.1499, 0.2391, 0.0640)
C (1.0519, -1.8834, -0.1469)
H (-1.7714, 0.3319, 1.4108)
C (-0.0800, 1.6997, -0.2309)
C (-0.9716, 0.8888, -1.0851)
C (-1.1514, -0.4248, 0.9303)
N (0.9835, -3.0361, -0.1122)
H (1.5016, -0.1084, -1.1573)
H (0.9320, 1.9906, -0.5461)
C (1.1532, -0.4218, -0.1676)
H (-0.4605, 0.5606, -1.9953)

The calculation puts the orbital gap at 8.220 eV. As for the spin multiplicity: 1.

(R)
Molecular formula: C5H8N2
Method: DFT, ωB97M-V with the def2-TZVPD basis set

CARTESIAN COORDINATES (ANGSTROEM)
C (0.7419, -0.1302, 1.5028)
H (1.2782, -1.0770, 1.4637)
C (0.7824, -0.1685, -1.4186)
H (-1.7652, 0.9222, -0.8732)
C (0.1843, 0.2177, -0.0112)
H (1.4961, -0.9942, -1.3584)
H (0.4466, 0.1028, 2.5620)
H (-1.5924, 0.8975, 0.9014)
C (-1.9539, -0.9633, 0.0052)
H (1.3344, 0.6922, -1.8583)
H (0.0274, -0.4382, -2.1850)
C (-1.3364, 0.3747, -0.0203)
N (0.9688, 1.0729, 0.7842)
N (-2.4221, -2.0231, 0.0275)
H (1.8386, 1.4983, 0.4991)

The calculation puts the orbital gap at 10.455 eV. As for the spin multiplicity: 1. The SMILES is C[C@@]1(CC#N)CN1.

Which structure is the most stable? The one labeled (R).

(P)
Molecular formula: C5H8N2
Method: DFT, ωB97M-V with the def2-TZVPD basis set

CARTESIAN COORDINATES (ANGSTROEM)
H (0.9411, 1.4792, -1.3939)
H (-2.1329, -0.9363, 1.9593)
H (-1.9368, -1.1373, -0.5080)
H (2.9195, 0.2793, -1.4568)
H (2.1333, -1.0656, -0.6113)
N (-0.6821, 0.5148, 1.7880)
C (2.0053, -0.4535, -1.4729)
H (2.0608, -1.3169, -2.2640)
H (0.2672, 0.3219, -2.5847)
C (0.7147, 0.3319, -1.5442)
H (1.2226, 1.0820, 1.1000)
C (-1.4701, -0.4312, 1.3961)
C (0.2743, 0.7482, 0.8391)
N (-1.2641, -0.6279, 0.0118)
C (-0.1661, 0.1521, -0.3580)

The calculation puts the orbital gap at 9.145 eV. As for the spin multiplicity: 1. The SMILES is CCc1cnc[nH]1.

(Q)
Molecular formula: C5H8N2
Method: DFT, ωB97M-V with the def2-TZVPD basis set

CARTESIAN COORDINATES (ANGSTROEM)
C (1.9566, 0.1431, 0.0052)
C (1.2332, 1.1418, -0.5265)
H (-1.7454, 1.9875, -1.0687)
H (-2.2208, -0.6343, 0.4836)
N (-1.1857, 1.1796, -1.3000)
H (1.3279, -1.8530, 0.8722)
H (-1.5338, -1.9653, -0.4395)
H (3.0292, 0.0966, 0.1377)
N (-0.1842, -0.5483, 0.2734)
C (-1.3796, -1.3311, 0.4382)
H (-1.3233, -1.9499, 1.3377)
C (-0.2620, 1.0028, -0.3649)
H (1.5953, 2.0886, -0.9117)
H (-0.3460, 1.5362, 0.6221)
C (1.0386, -0.8945, 0.4412)

The calculation puts the orbital gap at 7.116 eV. As for the spin multiplicity: 1.

(R)
Molecular formula: C5H8N2
Method: DFT, ωB97M-V with the def2-TZVPD basis set

CARTESIAN COORDINATES (ANGSTROEM)
H (0.8694, -2.5876, -0.7291)
C (0.8382, 0.0172, 0.1172)
N (0.8920, 2.2996, 1.1760)
H (1.8785, -0.2103, -0.0795)
N (-0.1653, -0.8345, -0.2742)
C (-1.3715, -0.2774, 0.0501)
C (0.2611, 1.1110, 0.7147)
H (1.8725, 2.1368, 1.3824)
C (0.0284, -1.9986, -1.1048)
C (-1.1462, 0.9198, 0.6823)
H (-0.8723, -2.6155, -1.0726)
H (0.8671, 2.9469, 0.3947)
H (-2.2942, -0.7795, -0.2068)
H (-1.8862, 1.5918, 1.0960)
H (0.2286, -1.7198, -2.1465)

The calculation puts the orbital gap at 8.888 eV. As for the spin multiplicity: 1. The SMILES is Cn1ccc(N)c1.

Which structure is the most stable? The one labeled (R).

(P)
Molecular formula: C2H10N2
Method: DFT, ωB97M-V with the def2-TZVPD basis set

CARTESIAN COORDINATES (ANGSTROEM)
C (0.7719, -1.8846, -0.5928)
H (0.7627, -2.6911, 0.1494)
H (0.3595, 4.1242, 1.2432)
H (-1.8289, -1.3920, 0.7813)
C (-1.6149, -0.9160, -0.2819)
H (1.8667, -1.5833, -0.6036)
H (0.2411, 0.0459, -0.9450)
H (1.7851, 3.3179, 1.0592)
H (0.4567, -2.3184, -1.6045)
H (-2.1134, 0.0949, -0.5693)
N (0.8166, 3.2744, 1.1013)
H (0.4532, 2.4290, 1.1718)
H (-1.8975, -1.8079, -0.7790)
N (-0.0588, -0.6929, -0.1300)

The calculation puts the orbital gap at 10.174 eV. As for the spin multiplicity: 1. The SMILES is CNC.N.

(Q)
Molecular formula: C2H10N2
Method: DFT, ωB97M-V with the def2-TZVPD basis set

CARTESIAN COORDINATES (ANGSTROEM)
C (2.1762, 0.1562, 3.7895)
H (-1.0211, -0.7530, -4.6262)
H (2.5224, 0.4126, 2.7852)
H (0.9268, -1.0243, 4.7113)
N (1.0858, -0.8378, 3.7217)
C (-2.1574, 0.4404, -3.3440)
H (-2.0776, 1.4165, -2.8716)
H (3.0164, -0.3032, 4.3058)
H (-3.0884, 0.4444, -3.9144)
H (-2.3016, -0.2737, -2.5338)
H (1.9401, 1.1105, 4.2733)
H (-0.8913, 0.8128, -4.8883)
H (0.2179, -0.4079, 3.4215)
N (-0.9779, 0.1309, -4.1323)

The calculation puts the orbital gap at 10.456 eV. As for the spin multiplicity: 1. The SMILES is CN.CN.

Which structure is the most stable? The one labeled (Q).

(P)
Molecular formula: C2H3ClSi
Method: DFT, ωB97M-V with the def2-TZVPD basis set

CARTESIAN COORDINATES (ANGSTROEM)
Si (0.6384, 0.7833, -0.8680)
Cl (0.2765, 1.8916, -2.4979)
C (-1.4680, 0.7495, 1.2907)
C (-0.5496, 0.8082, 0.5027)
H (0.8393, -1.8121, -1.9132)
H (2.0846, 0.8110, -0.6481)
H (-2.2480, 1.0030, 1.9918)

The calculation puts the orbital gap (alpha / beta) at 8.903 / 7.148 eV. As for the spin multiplicity: 1.

(Q)
Molecular formula: C2H3ClSi
Method: DFT, ωB97M-V with the def2-TZVPD basis set

CARTESIAN COORDINATES (ANGSTROEM)
H (0.3167, -0.5259, -1.9304)
H (-0.4677, 1.6449, 1.8353)
C (0.1787, 1.0169, 1.1117)
C (1.4812, 0.7786, 0.7363)
Si (0.3604, -0.3904, -0.1481)
H (0.0578, -1.8530, 0.3769)
Cl (2.9196, 1.4963, 1.1588)

The calculation puts the orbital gap at 10.230 eV. As for the spin multiplicity: 1.

Which structure is the most stable? The one labeled (Q).

(P)
Molecular formula: C9H13N2
Method: DFT, ωB97M-V with the def2-TZVPD basis set

CARTESIAN COORDINATES (ANGSTROEM)
C (1.9788, -1.1966, -0.2950)
N (-2.8628, -0.6561, -0.0924)
H (2.0713, 0.2770, 1.2515)
H (-0.8249, -0.4678, -1.1485)
C (1.2789, 1.1590, -0.3243)
C (-0.0875, 0.8693, 0.3169)
H (3.3725, 0.3637, -0.0295)
C (-4.7221, 0.9141, 0.2011)
C (-5.4758, -0.0928, -0.2360)
H (0.1367, -2.6090, -0.1755)
H (-0.0279, 0.9241, 1.4594)
H (0.7402, -1.7493, 1.3721)
H (1.6641, 2.0974, -0.1593)
H (2.1003, -1.0451, -1.3164)
H (-0.9919, 1.4714, 0.0176)
H (-4.5734, 1.8586, 0.5632)
C (0.5662, -1.6406, 0.2452)
C (-4.0625, -0.3635, -0.0192)
H (1.3624, 1.1582, -1.3507)
N (-1.8014, -0.6395, 0.5183)
C (2.2790, 0.1940, 0.2412)
H (-6.3403, -0.5322, -0.6352)
H (2.5668, -2.0612, 0.0708)
C (-0.5443, -0.5225, -0.1460)

The calculation puts the orbital gap at 8.864 eV. As for the spin multiplicity: 1. As for the total charge: +1. The SMILES is c1cc1=[N+]=NC1CCCCC1.

(Q)
Molecular formula: C9H13N2
Method: DFT, ωB97M-V with the def2-TZVPD basis set

CARTESIAN COORDINATES (ANGSTROEM)
C (1.7413, 0.0532, 0.3787)
H (1.1092, -3.3175, 0.3121)
H (-2.2346, -1.0518, 1.2933)
H (2.9045, 0.5699, -1.2068)
H (-0.9381, -3.1034, 1.5176)
N (2.6065, 0.7459, -0.3049)
N (-1.8244, 1.8909, -1.2217)
H (-0.1367, -0.1924, -0.9454)
H (-2.6068, 0.9330, 0.5163)
C (-2.1081, 2.3184, -2.3289)
C (-0.9700, -0.1473, -0.2396)
H (-1.5149, 3.1674, -2.6618)
C (-0.5325, -2.3033, 1.0344)
C (-1.2664, -1.1917, 0.6923)
C (0.9442, 0.5901, 1.5777)
H (-2.6368, 1.7390, -3.0642)
C (1.6061, -1.3634, 0.0127)
H (2.2701, -1.7736, -0.6910)
C (0.7086, -2.3657, 0.4020)
H (2.8709, 1.7173, 0.0407)
H (-0.0600, 1.0195, 1.1047)
C (-1.9280, 0.8398, -0.4657)
H (0.5541, -0.1682, 2.1889)
H (1.4419, 1.3939, 2.0586)

The calculation puts the orbital gap (alpha / beta) at 6.862 / 6.863 eV. As for the spin multiplicity: 1. As for the total charge: +1. The SMILES is C=N/C=C/C=C\C=C/C(C)=[NH2+].

Which structure is the most stable? The one labeled (Q).